The following is a DFT calculation (ωB97M-V/def2-TZVPD) of the ion C15H28N3O2S with charge +1.

* LUMO energy: -2.56 eV
* energy: -35405.465 eV
* relative energy (zero: lowest compared OMol25 entry of this formula, charge and spin): 7.9 kJ/mol
* largest force on an atom: 0.903 eV/A
* net charge: +1
* orbital gap: 9.280 eV

Atoms and positions in Å:
C  -0.37575  -4.28864  -0.43936
C  -0.01392  -4.13113  -1.91127
C  -0.62161  -2.87487  -2.55461
C  -0.05079  -1.61250  -1.97725
C  -0.61532  -0.91112  -0.95342
O  -1.74354  -1.24655  -0.30396
N  -0.06912  0.23637  -0.44584
C  1.04516  0.67975  -0.95021
S  1.76375  2.13391  -0.28704
C  0.30379  2.95904  0.46247
C  -0.04300  2.50541  1.87416
N  -0.72473  1.18920  1.91648
C  -2.19709  1.27932  2.08539
C  -2.95213  1.90744  0.91075
C  -3.14803  3.41834  0.99186
C  -0.13764  0.29937  2.95027
C  1.24988  -0.21994  2.58331
C  1.79056  -1.10809  3.69917
N  1.68319  0.05106  -1.93962
C  1.20140  -1.14878  -2.53812
O  1.84022  -1.65610  -3.42090
H  -1.45391  -4.37440  -0.30872
H  -0.01202  -3.44862  0.15103
H  0.07808  -5.19289  -0.04329
H  1.07012  -4.08848  -2.02305
H  -0.37019  -5.00113  -2.46315
H  -1.71138  -2.89538  -2.46125
H  -0.37250  -2.88635  -3.61703
H  -2.09004  -2.07758  -0.66012
H  0.59380  4.00962  0.48448
H  -0.52288  2.83186  -0.23155
H  -0.68840  3.25154  2.34298
H  0.87675  2.45244  2.45910
H  -0.53947  0.72772  0.93780
H  -2.55275  0.25409  2.19715
H  -2.41401  1.82083  3.00989
H  -3.94341  1.45255  0.89870
H  -2.47080  1.62544  -0.02616
H  -3.59850  3.69033  1.94331
H  -2.22501  3.97759  0.87210
H  -3.82665  3.73515  0.20475
H  -0.10402  0.83791  3.90118
H  -0.79933  -0.55963  3.07307
H  1.94880  0.60065  2.41588
H  1.18652  -0.79998  1.66115
H  1.88184  -0.54941  4.62687
H  1.13322  -1.95625  3.87123
H  2.77250  -1.48664  3.43250
H  2.55155  0.41460  -2.31867



The following is a DFT calculation (ωB97M-V/def2-TZVPD) of a cluster of 5 separate species, C15H28N3O8 in total at a distorted geometry.

* LUMO energy: -4.17 eV
* energy: -36839.346 eV
* relative energy (zero: lowest compared OMol25 entry of this formula, charge and spin): 77.9 kJ/mol
* largest force on an atom: 8.818 eV/A
* net charge: +1
* orbital gap: 7.646 eV

Atoms and positions in Å:
C  -3.27557  -1.22519  3.38183
C  -3.19957  0.23781  3.68883
O  -3.90757  0.74381  4.50883
N  -2.13157  1.10681  3.19683
H  -1.46657  0.51981  2.95583
H  -2.39057  1.34981  2.36383
C  -1.61857  2.34381  3.96483
H  -4.29957  -1.34819  3.43983
H  -2.71957  -1.76819  3.97583
H  -3.10457  -1.50319  2.43683
H  -0.94057  3.17581  3.27383
H  -0.93357  1.98281  4.82783
H  -2.38357  2.77781  4.62483
C  -1.57357  1.76881  -2.80517
C  -2.01057  0.27781  -2.80217
O  -1.91257  -0.45919  -3.79517
N  -2.44357  -0.38319  -1.48617
H  -1.66657  -0.43519  -0.76017
H  -3.09557  0.17881  -1.06417
C  -3.08157  -1.65019  -1.52817
H  -0.65957  2.10381  -3.19317
H  -1.52457  2.11881  -1.75817
H  -2.54757  2.31081  -3.04017
H  -3.38157  -2.04419  -0.52417
H  -2.56657  -2.57519  -1.88617
H  -3.96357  -1.58219  -2.16817
N  -0.21457  -1.13619  1.02683
O  -0.33657  -0.73519  2.17683
O  -0.93757  -2.09419  0.75183
O  -0.25657  -0.18119  0.09183
C  2.24743  3.94281  0.52583
C  1.75143  2.57681  0.16783
C  2.76543  1.47481  0.47383
O  0.61343  2.28981  0.89683
H  2.97843  4.44181  -0.26717
H  2.80343  3.90281  1.32083
H  1.56343  4.74481  0.64983
H  1.44543  2.68081  -0.88517
H  3.63643  1.44181  -0.03717
H  2.27543  0.56481  0.43883
H  3.02643  1.43181  1.42683
H  0.07443  1.52081  0.41083
C  2.71943  -4.16819  -2.87717
C  3.95043  -3.61119  -3.61217
C  4.57643  -2.36619  -2.98217
O  5.66543  -2.01019  -3.43517
C  3.95343  -1.79019  -1.85817
C  2.71643  -2.18219  -1.27317
C  1.98043  -3.38019  -1.94917
O  0.88943  -3.77119  -1.59317
H  2.14443  -5.02019  -3.25617
H  4.45943  -4.20819  -4.30617
H  4.22943  -0.80219  -1.37817
H  2.07843  -1.58019  -0.47717



The following is a DFT calculation (ωB97M-V/def2-TZVPD) of a structure of composition C15H28N6O4OsSe3 at a distorted geometry.

* LUMO energy (spin up / spin down): -10.13 / -10.13 eV
* energy: -231621.627 eV
* relative energy (zero: lowest compared OMol25 entry of this formula, charge and spin): 504.6 kJ/mol
* largest force on an atom: 1.746 eV/A
* net charge: +2
* orbital gap (spin up / spin down): 3.214 / 3.215 eV

Atoms and positions in Å:
Os  -0.27730  -1.10813  -0.74450
C  -2.32430  4.36611  2.89469
Se  -1.20994  3.51266  1.56895
C  0.55649  3.89570  2.33374
C  0.88682  2.80538  3.32900
Se  0.89980  0.98549  2.54166
C  2.80918  0.71500  2.75069
H  -2.13945  5.43805  2.89711
H  -2.09067  3.93548  3.86822
H  -3.36092  4.16029  2.64374
H  0.52158  4.88434  2.79224
H  1.26936  3.91429  1.51126
H  0.16063  2.78505  4.14149
H  1.87405  2.98822  3.75221
H  3.04390  0.65752  3.80946
H  3.35892  1.52525  2.27969
H  3.04802  -0.22602  2.26388
C  -1.76161  -5.65907  0.96966
C  -0.40694  -6.28459  0.64621
N  -0.34436  -6.87558  -0.68938
C  -1.06500  -8.13595  -0.92172
C  -2.26146  -7.96189  -1.85161
C  0.37673  -6.38929  -1.71828
O  0.52757  -6.96588  -2.78252
C  1.02995  -5.03097  -1.58006
C  2.39521  -4.90563  -1.80841
C  2.96075  -3.64154  -1.82741
C  2.15759  -2.54179  -1.61682
N  0.83696  -2.65714  -1.40967
C  0.28073  -3.88562  -1.41326
H  -1.69264  -5.12033  1.91580
H  -2.53267  -6.42278  1.07554
H  -2.07880  -4.95675  0.19722
H  -0.22018  -7.08096  1.36824
H  0.38730  -5.54714  0.74501
H  -1.38201  -8.52429  0.04452
H  -0.37330  -8.84173  -1.38103
H  -2.95082  -7.21025  -1.46160
H  -2.79470  -8.90790  -1.94451
H  -1.92735  -7.66226  -2.84309
H  2.99705  -5.78925  -1.97774
H  4.01834  -3.50812  -2.00488
H  2.56150  -1.53912  -1.60021
H  -0.79103  -3.93524  -1.28518
O  0.18537  -2.83368  2.64189
N  0.11337  -2.21419  1.63333
O  -0.90734  -2.26338  0.85778
O  1.03917  -1.44943  1.18952
N  -1.48093  -0.28910  -2.70621
N  -0.13386  0.13278  -2.43633
H  -1.47585  -1.12773  -3.27732
H  -2.02157  0.41433  -3.19575
H  -0.15202  1.09523  -2.12094
H  0.47560  0.10934  -3.25195
Se  -3.17557  3.99642  -0.54233
C  -3.59848  5.70426  -0.90240
N  -3.87352  6.80144  -1.16231



The following is a DFT calculation (ωB97M-V/def2-TZVPD) of a structure of composition C15H28N9Pb at a distorted geometry.

* LUMO energy: -2.34 eV
* energy: -34661.982 eV
* relative energy (zero: lowest compared OMol25 entry of this formula, charge and spin): 67.1 kJ/mol
* largest force on an atom: 1.535 eV/A
* net charge: +1
* orbital gap: 8.542 eV

Atoms and positions in Å:
Pb  0.01466  0.18688  0.75207
C  2.68306  -2.11952  -1.01143
C  2.47666  -0.69272  -1.52243
N  2.44426  0.33088  -0.48423
C  2.57806  1.68788  -1.01143
C  1.33156  2.15988  -1.76433
N  0.17026  2.16758  -0.87823
C  -1.10314  2.50058  -1.52563
C  -1.62374  1.50118  -2.57623
C  -1.28334  0.01818  -2.42383
N  -1.61284  -0.54522  -1.11443
C  -1.72704  -2.00412  -1.12213
C  -0.35234  -2.67852  -1.13003
N  0.37566  -2.29152  0.07427
C  1.80386  -2.62572  0.14147
H  3.71656  -2.22992  -0.67603
H  2.56126  -2.77792  -1.87303
H  1.53256  -0.63122  -2.05833
H  3.28056  -0.48772  -2.24663
H  3.20766  0.15698  0.16137
H  3.43636  1.76778  -1.69303
H  2.74456  2.36058  -0.16603
H  1.12046  1.49878  -2.60403
H  1.52996  3.15888  -2.17843
H  0.31996  2.87738  -0.16303
H  -1.04004  3.48238  -2.01643
H  -1.83094  2.58478  -0.71823
H  -1.27274  1.79678  -3.56673
H  -2.71044  1.60628  -2.58733
H  -0.22064  -0.14392  -2.60013
H  -1.82894  -0.51512  -3.21673
H  -2.50114  -0.14812  -0.81593
H  -2.30254  -2.36002  -1.98683
H  -2.25344  -2.29862  -0.21283
H  0.21476  -2.35502  -2.00043
H  -0.48974  -3.76502  -1.20283
H  -0.07244  -2.73302  0.87277
H  1.94256  -3.71602  0.18677
H  2.16756  -2.20252  1.08117
N  -0.27104  -0.35202  5.32167
C  0.92226  0.30698  5.31427
C  1.32236  0.33398  4.01167
N  0.39356  -0.29452  3.23707
C  -0.55234  -0.69342  4.05447
H  -0.84354  -0.53152  6.13177
H  1.37436  0.69718  6.20217
H  2.20906  0.75528  3.58537
H  -1.43544  -1.22042  3.75497
N  -6.33354  1.94178  0.70757
C  -5.25604  1.98238  1.10767
N  -4.05854  2.06788  1.58447
C  -2.99344  1.47208  1.45527
N  -1.90514  1.01248  1.40887